Computed, not measured: a molecular structure, CH2Cl3Hg2, with ωB97M-V/def2-TZVPD.

* LUMO energy: -0.643 Ha
* energy above the lowest of the compared OMol25 structures with the same formula, charge and spin: 0.0 kcal/mol
* E_HOMO: -0.7387 hartree
* maximum force: 0.0117 Eh/bohr
* E_tot: -1725.2514 hartree
* M: 521.57 g/mol

Structure (ORCA input):
```
! wB97M-V def2-TZVPD RIJCOSX def2/J DEFGRID3
* xyz 3 1
Hg 2.70 0.62 2.46
Hg -1.01 -1.30 4.21
Cl 0.19 -0.01 2.44
C -0.28 0.12 -1.79
Cl -0.78 1.66 -2.34
Cl -1.33 -1.19 -2.13
H 0.73 -0.11 -2.18
H -0.20 0.21 -0.66
*
```